Formula: C10H15BiN5S5Sb
Source: OMol25
Level of theory: ωB97M-V/def2-TZVPD

Computed properties:
- Expectation value of S²: 0.77
- ΔE to the lowest compared entry with this formula, charge and spin: 11.20 kcal/mol
- Spin multiplicity: 2
- Kohn-Sham gap (spin up / spin down): 6.83 / 4.76 eV
- Total energy: -3109.7722 hartree
- Lowest unoccupied orbital energy (spin up / spin down): 2.3768 / 0.3244 eV
- Total charge: -1

The geometry in XYZ format:
```
37
C10H15BiN5S5Sb, DFT ωB97M-V/def2-TZVPD
Bi -0.44 -0.55 0.85
S -4.00 -1.03 3.51
Sb -2.16 -2.38 3.24
S -0.30 -0.81 3.49
S -1.91 -2.51 0.75
N 0.40 -1.82 -2.51
C -0.45 -0.85 -2.60
N -0.93 -0.12 -1.57
C -1.83 0.86 -1.98
C -2.08 0.92 -3.30
S -1.16 -0.28 -4.15
C -2.44 1.73 -0.98
C -3.11 2.89 -1.22
S -3.70 3.54 0.27
C -2.94 2.22 1.13
N -2.34 1.38 0.35
N -2.95 2.13 2.48
H 1.25 -1.88 -0.62
H 0.59 -2.24 -3.41
H -2.78 1.57 -3.81
H -3.29 3.39 -2.15
H -3.63 2.70 2.96
H -2.92 1.17 2.84
C 3.62 -1.54 -0.59
C 2.70 -0.89 0.44
C 2.61 0.62 0.14
C 3.27 -1.10 1.84
N 1.39 -1.55 0.35
H 4.63 -1.12 -0.52
H 3.24 -1.38 -1.60
H 3.68 -2.61 -0.42
H 3.61 1.07 0.13
H 2.03 1.13 0.91
H 2.14 0.78 -0.83
H 4.25 -0.63 1.93
H 3.35 -2.16 2.05
H 2.60 -0.67 2.60
```



Formula: C10H15Br2F3N2OZr
Source: OMol25
Level of theory: ωB97M-V/def2-TZVPD

Computed properties:
- Kohn-Sham gap: 2.62 eV
- Total energy: -6067.2923 hartree
- Lowest unoccupied orbital energy: -19.0071 eV
- Total charge: +4

The geometry in XYZ format:
```
34
C10H15Br2F3N2OZr, DFT ωB97M-V/def2-TZVPD
C 2.53 1.24 0.66
C 1.65 2.50 0.18
N 0.19 2.22 0.02
C -0.10 1.06 -0.85
C -1.09 1.71 -1.99
O -0.70 1.83 -3.16
N -2.39 2.04 -1.37
C -2.37 1.36 -0.01
C -1.24 0.17 -0.07
C -0.93 -0.38 1.41
C -0.09 -1.76 1.51
C -0.36 -2.82 0.33
F -1.74 -3.02 0.03
Br 0.28 -4.62 1.06
C 0.57 -2.57 -1.02
F -0.16 -2.06 -2.12
F 1.78 -1.78 -0.73
Br 1.26 -4.38 -1.63
H 3.51 1.66 1.10
H 2.81 0.63 -0.28
H 1.95 0.59 1.41
H 1.73 3.36 0.96
H 2.08 2.84 -0.85
H -0.20 3.09 -0.41
H 0.75 0.52 -1.40
H -3.11 1.53 -1.95
H -3.45 0.92 0.01
H -2.35 2.04 0.91
H -1.79 -0.59 -0.75
H -0.29 0.43 1.93
H -1.92 -0.40 2.01
H 1.04 -1.55 1.68
H -0.44 -2.28 2.49
Zr 2.57 -3.53 0.87
```



Formula: C10H15BrO
Source: OMol25
Level of theory: ωB97M-V/def2-TZVPD

Computed properties:
- ΔE to the lowest compared entry with this formula, charge and spin: 19.33 kcal/mol
- Kohn-Sham gap: 9.18 eV
- Total energy: -3039.1861 hartree
- Lowest unoccupied orbital energy: 0.6650 eV
- Total charge: 0

The geometry in XYZ format:
```
27
C10H15BrO, DFT ωB97M-V/def2-TZVPD
C 0.56 -1.99 -1.26
C -0.63 -1.54 -1.95
C 0.89 -1.67 0.00
C -1.32 -0.48 -1.55
C 0.04 -0.86 0.95
C -0.56 0.40 0.37
C 0.83 -0.56 2.24
C -1.84 0.85 1.00
C 1.58 1.13 -0.87
C 0.33 1.54 -0.08
O -0.41 2.50 -0.81
Br -2.88 0.26 -2.22
H 1.21 -2.64 -1.82
H -0.91 -2.10 -2.84
H 1.80 -2.06 0.41
H -0.81 -1.50 1.23
H 1.14 -1.49 2.71
H 0.21 -0.01 2.94
H 1.71 0.04 2.02
H -2.28 1.67 0.44
H -1.65 1.21 2.01
H -2.56 0.03 1.06
H 1.31 0.59 -1.77
H 2.23 0.50 -0.27
H 2.13 2.03 -1.15
H 0.65 2.08 0.82
H -0.78 2.07 -1.59
```



Formula: C10H15CaO10
Source: OMol25
Level of theory: ωB97M-V/def2-TZVPD

Computed properties:
- Expectation value of S²: 0.76
- Spin multiplicity: 2
- Kohn-Sham gap (spin up / spin down): 7.11 / 4.11 eV
- Total energy: -1820.2463 hartree
- Lowest unoccupied orbital energy (spin up / spin down): 4.8777 / 1.8917 eV
- Total charge: -2

The geometry in XYZ format:
```
36
C10H15CaO10, DFT ωB97M-V/def2-TZVPD
Ca 11.99 4.82 14.59
C 12.27 3.83 10.38
C 11.90 4.31 11.79
O 10.91 3.90 12.37
O 12.44 5.32 12.28
H 12.04 2.80 10.14
H 13.34 3.99 10.34
H 11.69 4.41 9.65
C 15.27 2.78 13.35
C 14.11 2.07 13.91
O 13.05 2.73 14.18
O 14.23 0.90 14.31
H 15.23 3.81 13.71
H 15.07 3.03 12.31
H 16.24 2.30 13.45
C 9.44 7.84 16.61
C 10.40 6.81 16.04
O 11.00 6.02 16.80
O 10.64 6.68 14.83
H 8.74 7.21 17.16
H 8.79 8.26 15.85
H 9.89 8.69 17.12
C 16.01 4.76 16.54
C 14.71 5.60 16.57
O 13.94 5.48 15.62
O 14.48 6.34 17.59
H 16.71 5.07 17.31
H 16.51 4.74 15.57
H 15.80 3.71 16.77
C 8.67 3.00 16.96
C 9.17 2.90 15.52
O 10.40 3.22 15.28
O 8.45 2.61 14.54
H 8.08 2.09 17.06
H 8.08 3.91 16.88
H 9.29 3.23 17.82
```



Formula: C10H15Cl2N
Source: OMol25
Level of theory: ωB97M-V/def2-TZVPD

Computed properties:
- ΔE to the lowest compared entry with this formula, charge and spin: 21.98 kcal/mol
- Structure (SMILES): [H]/N=C1/[C@@H](C)CC[C@H](C(=C)C)C1(Cl)Cl
- Kohn-Sham gap: 10.15 eV
- Total energy: -1365.0973 hartree
- Lowest unoccupied orbital energy: 0.7020 eV
- Total charge: 0

The geometry in XYZ format:
```
28
C10H15Cl2N, DFT ωB97M-V/def2-TZVPD
H -1.20 -3.34 0.68
N -1.66 -2.62 0.09
C -0.97 -1.74 -0.32
C -1.62 -0.67 -1.15
C -3.14 -0.69 -1.39
C -1.20 0.80 -0.73
C 0.27 0.93 -0.40
C 0.73 -0.13 0.61
C 2.05 0.29 1.32
C 3.24 -0.09 0.91
C 1.67 1.18 2.46
C 0.65 -1.48 -0.02
Cl 1.34 -2.76 0.99
Cl 1.42 -1.65 -1.70
H -1.22 -0.66 -2.26
H -3.60 -1.65 -1.18
H -3.30 -0.62 -2.46
H -3.69 0.00 -0.78
H -1.77 1.15 0.19
H -1.37 1.38 -1.58
H 0.98 0.69 -1.28
H 0.46 1.88 0.05
H -0.14 -0.15 1.37
H 4.22 0.27 1.32
H 3.39 -0.88 0.26
H 1.59 0.50 3.45
H 2.38 2.00 2.80
H 0.59 1.55 2.29
```



Formula: C10H15ClF6NO7S3
Source: OMol25
Level of theory: ωB97M-V/def2-TZVPD

Computed properties:
- Kohn-Sham gap: 8.51 eV
- Total energy: -3225.3121 hartree
- Lowest unoccupied orbital energy: 1.8968 eV
- Total charge: -1

The geometry in XYZ format:
```
43
C10H15ClF6NO7S3, DFT ωB97M-V/def2-TZVPD
C -1.45 -2.54 0.74
C -1.94 -1.42 -0.40
O -3.28 -0.98 0.05
S -3.90 0.01 -1.20
O -5.19 0.73 -0.65
O -2.93 1.14 -1.61
C -4.34 -1.18 -2.63
C -3.49 -2.59 -2.34
C -1.95 -2.23 -1.83
C -1.18 -1.47 -3.07
C 0.45 -1.55 -3.03
C 1.16 -0.83 -1.74
Cl 0.71 1.00 -1.79
H -2.05 -3.52 0.54
H -0.29 -2.68 0.76
H -1.85 -2.09 1.77
H -1.25 -0.48 -0.36
H -5.51 -1.33 -2.53
H -4.03 -0.65 -3.63
H -3.40 -3.18 -3.37
H -4.03 -3.26 -1.53
H -1.40 -3.28 -1.68
H -1.52 -2.03 -4.06
H -1.51 -0.34 -3.23
H 0.86 -0.98 -4.00
H 0.87 -2.64 -3.10
H 2.35 -0.89 -1.75
H 0.83 -1.27 -0.69
C 4.45 2.18 5.33
F 5.31 1.40 6.04
F 3.26 2.15 6.01
F 4.91 3.46 5.45
S 4.28 1.66 3.59
O 3.76 0.29 3.67
O 5.63 1.77 3.04
N 3.24 2.78 3.16
S 2.83 2.67 1.64
O 2.01 1.52 1.26
O 3.87 3.03 0.66
C 1.68 4.09 1.62
F 2.29 5.26 1.97
F 0.65 3.93 2.50
F 1.11 4.30 0.40
```



Formula: C10H15F12N3O10PtS4
Source: OMol25
Level of theory: ωB97M-V/def2-TZVPD

Computed properties:
- Expectation value of S²: 2.00
- ΔE to the lowest compared entry with this formula, charge and spin: 14.46 kcal/mol
- Spin multiplicity: 3
- Kohn-Sham gap (spin up / spin down): 8.86 / 8.66 eV
- Total energy: -4217.0059 hartree
- Lowest unoccupied orbital energy (spin up / spin down): -0.3480 / -1.5377 eV
- Total charge: 0

The geometry in XYZ format:
```
55
C10H15F12N3O10PtS4, DFT ωB97M-V/def2-TZVPD
Pt 0.08 -0.11 -0.05
C 0.93 0.15 -3.91
F 0.59 -0.53 -4.98
F 1.81 -0.56 -3.18
F 1.52 1.29 -4.26
S -0.61 0.43 -2.90
O -1.58 0.96 -3.79
O -0.91 -0.85 -2.31
N -0.11 1.38 -1.60
S -0.64 2.91 -1.94
O -0.12 3.27 -3.23
O -2.01 3.16 -1.64
C 0.40 3.97 -0.84
F 0.23 5.22 -1.25
F 0.01 3.89 0.43
F 1.69 3.66 -0.93
C -2.16 -2.54 2.84
F -2.35 -2.83 4.09
F -1.36 -3.45 2.26
F -3.32 -2.53 2.19
S -1.33 -0.87 2.69
O -1.82 -0.09 3.78
O 0.08 -1.15 2.64
N -1.72 -0.34 1.17
S -3.09 0.55 1.17
O -4.08 0.11 2.09
O -2.78 1.94 1.10
C -3.78 0.05 -0.47
F -5.06 0.40 -0.48
F -3.16 0.65 -1.45
F -3.67 -1.28 -0.60
C -0.56 -3.44 -0.64
O 0.30 -2.52 0.02
C 1.65 -2.90 0.14
C 2.44 -1.69 0.60
N 2.24 -0.60 -0.43
C 3.01 0.65 -0.17
C 2.66 1.23 1.18
O 1.24 1.24 1.34
C 0.83 2.04 2.40
H -0.28 -3.60 -1.68
H -1.57 -3.04 -0.54
H -0.56 -4.41 -0.13
H 2.01 -3.22 -0.86
H 1.74 -3.78 0.78
H 3.49 -1.94 0.79
H 2.07 -1.30 1.54
H 2.64 -1.08 -1.24
H 2.64 1.37 -0.90
H 4.07 0.43 -0.27
H 3.00 2.26 1.26
H 3.15 0.72 2.02
H -0.26 2.04 2.46
H 1.20 3.06 2.34
H 1.16 1.61 3.36
```



Formula: C10H15FN
Source: OMol25
Level of theory: ωB97M-V/def2-TZVPD

Computed properties:
- ΔE to the lowest compared entry with this formula, charge and spin: 49.66 kcal/mol
- Structure (SMILES): C[NH+](C)[C@@]12C=C(F)C=C[C@]1(C)C2
- Kohn-Sham gap: 9.21 eV
- Total energy: -544.2895 hartree
- Lowest unoccupied orbital energy: -3.0305 eV
- Total charge: +1

The geometry in XYZ format:
```
27
C10H15FN, DFT ωB97M-V/def2-TZVPD
C 0.14 0.56 -2.18
N 0.58 -0.44 -1.26
C 2.03 -0.82 -1.61
C 0.43 -0.08 0.16
C 0.96 1.15 0.57
C 0.71 1.74 1.80
F 1.36 2.84 2.18
C -0.48 1.39 2.51
C -1.37 0.54 2.00
C -1.14 -0.34 0.97
C -2.26 -0.92 0.10
C 0.09 -1.29 1.00
H 0.64 1.55 -2.07
H 0.51 0.13 -3.21
H -0.92 0.69 -2.22
H 0.17 -1.46 -1.18
H 1.99 -1.32 -2.70
H 2.65 0.12 -1.72
H 2.40 -1.51 -0.76
H 1.66 1.77 -0.05
H -0.83 2.14 3.31
H -2.39 0.43 2.50
H -1.80 -1.50 -0.73
H -2.92 -0.06 -0.40
H -2.83 -1.68 0.57
H 0.63 -1.42 1.99
H -0.01 -2.23 0.43
```